{"formula": "C3H6N2O", "method": "the ωB97M-V functional and the def2-TZVPD basis", "largest_force_ev_per_a": 4.66, "orbital_gap_ev": 9.1, "smiles": "N/C=C/C=N/O", "homo_energy_ev": -8.2, "symbols": ["O", "N", "N", "C", "C", "C", "H", "H", "H", "H", "H", "H"], "positions_angstrom": [[-3.4153, -0.0645, 0.1422], [2.5869, -0.2112, -0.0381], [-2.1275, -0.5884, -0.0948], [0.1591, -0.4547, -0.1617], [1.2551, 0.2955, -0.0836], [-1.1305, 0.1527, -0.2859], [3.4552, 0.2591, 0.4581], [1.2019, 1.3872, 0.1490], [-3.3670, 0.8594, 0.0666], [2.5272, -1.2649, 0.4584], [0.0906, -1.5989, -0.2918], [-1.2357, 1.2287, -0.3185]], "atomic_forces_ev_per_a": [[1.110, -2.102, -0.524], [1.194, -3.466, 2.879], [-1.628, -1.470, 0.539], [0.155, -1.855, -1.457], [2.020, 0.936, 1.532], [-0.779, 0.910, 1.009], [-3.145, -0.608, -1.301], [-0.200, -0.880, -0.777], [0.087, 2.440, -0.179], [0.421, 3.637, -2.045], [0.673, 1.929, 0.414], [0.092, 0.530, -0.091]], "lowdin_charge": [-0.036, -0.039, -0.019, -0.138, -0.247, -0.222, 0.120, 0.123, 0.039, 0.156, 0.145, 0.118]}